(1)
8
Properties=species:S:1:pos:R:3:forces:R:3 method="wB97M-V/def2-TZVPD" relative_energy_ev=5.301 homo_ha="-0.374 / -0.272" molar_mass_g_mol=94.0 charge=0 orbital_gap_ev="9.639 / 5.278"
N 0.96023 -1.47784 -0.53733 -3.32 -0.45 -2.78
N -1.14687 2.35753 -0.05232 1.05 -0.43 0.91
O -0.90422 3.11804 0.85036 -0.37 -1.02 -1.04
O -0.72603 1.21223 -0.22738 -0.59 1.06 0.23
P 0.52603 -1.13400 1.00474 -0.35 0.53 1.90
H 1.71781 -0.95934 -0.82046 2.61 1.20 -0.47
H 0.25503 -1.23087 -1.31127 0.93 -1.05 1.58
H -0.68199 -1.88576 1.09365 0.05 0.17 -0.33

---

(2)
9
Properties=species:S:1:pos:R:3:forces:R:3 method="wB97M-V/def2-TZVPD" relative_energy_ev=0.459 homo_ha=-0.179 molar_mass_g_mol=111.1 charge=-1 orbital_gap_ev=9.137
N -0.31004 0.12808 -1.38817 -1.39 1.09 -2.03
N -0.15403 0.89850 -0.21424 0.44 0.20 0.77
S 0.24787 -0.25258 1.03544 -0.37 -3.60 -1.54
O 0.73784 0.51553 2.11110 0.52 1.79 1.80
O 1.28704 -1.13171 0.41973 -1.02 1.09 0.39
O -0.98624 -1.04457 1.28707 1.10 1.57 -0.51
H -0.26213 -0.78972 -1.05653 0.15 -2.15 -0.26
H -1.26098 0.27449 -1.75666 0.46 -0.13 0.50
H 0.70066 1.40197 -0.43773 0.11 0.14 0.88

---

(3)
9
Properties=species:S:1:pos:R:3:forces:R:3 method="wB97M-V/def2-TZVPD" relative_energy_ev=1.399 homo_ha=-0.146 molar_mass_g_mol=111.1 charge=-1 orbital_gap_ev=8.204
N 1.81902 0.12048 -1.26284 0.88 0.27 0.35
N 2.64792 0.78542 -0.60921 -1.61 -0.29 -0.54
O -2.55098 0.34103 1.42656 0.06 -0.27 -0.74
O -1.73099 -1.05249 -0.50637 -0.46 0.46 -0.18
O -0.24926 -0.60239 1.36552 -0.06 -0.02 0.04
S -1.60500 -1.03384 0.96999 0.82 -0.58 0.78
H -2.73363 0.62333 0.52061 -0.31 0.50 0.00
H 0.90611 0.53308 -1.12766 -0.76 0.22 0.25
H 3.49681 0.28539 -0.77660 1.44 -0.29 0.04

---

(4)
7
Properties=species:S:1:pos:R:3:forces:R:3 method="wB97M-V/def2-TZVPD" relative_energy_ev=2.894 homo_ha="-0.375 / -0.375" molar_mass_g_mol=78.0 charge=0 orbital_gap_ev="9.144 / 9.781"
N -0.09351 -0.46131 0.12056 2.56 -0.01 0.08
N 1.81928 0.78590 0.18254 -1.67 -0.03 0.23
O -2.49510 -0.39914 -0.02329 -0.55 0.50 -0.07
P -1.21042 0.59753 0.00236 -0.61 0.30 0.03
H 2.36070 -0.01298 0.49709 0.00 -0.33 -0.14
H 1.89185 0.82569 -0.83200 0.12 -0.31 -0.14
H -2.27281 -1.33568 0.05275 0.15 -0.12 0.01

---

(5)
7
Properties=species:S:1:pos:R:3:forces:R:3 method="wB97M-V/def2-TZVPD" relative_energy_ev=1.741 homo_ha="-0.287 / -0.271" molar_mass_g_mol=94.1 charge=0 orbital_gap_ev="5.991 / 5.809"
N 1.53561 0.20955 0.67701 1.15 0.11 0.83
N 0.68992 0.35304 -0.31652 -1.69 -0.79 3.06
P -2.49639 -1.32061 1.08743 -0.24 0.35 -0.68
S -2.88642 -0.42625 -0.55710 0.14 -0.40 0.74
H -0.19996 0.01439 -0.01546 -0.58 0.08 -1.14
H 0.96251 0.57120 -1.19930 0.43 0.60 -2.99
H 2.39473 0.59868 0.32394 0.79 0.05 0.18

---

(6)
6
Properties=species:S:1:pos:R:3:forces:R:3 method="wB97M-V/def2-TZVPD" relative_energy_ev=8.322 homo_ha="-0.315 / -0.317" molar_mass_g_mol=45.0 charge=0 orbital_gap_ev="8.192 / 8.242"
N -1.63539 -0.59357 -0.96144 -0.80 0.21 1.50
N 0.19356 0.83712 -0.33402 -0.84 0.72 -1.35
N 0.63707 0.37884 0.65143 1.75 -4.18 2.42
H -1.07022 -0.70955 -1.76798 0.92 -0.22 -1.53
H 0.86293 -0.72429 0.92985 -1.11 1.63 -1.51
H 1.01205 0.81144 1.48217 0.07 1.83 0.46

---

(7)
8
Properties=species:S:1:pos:R:3:forces:R:3 method="wB97M-V/def2-TZVPD" relative_energy_ev=2.008 homo_ha="-0.293 / -0.302" molar_mass_g_mol=77.0 charge=0 orbital_gap_ev="8.336 / 7.980"
N -2.32734 -0.64185 0.41549 -1.12 0.89 -1.69
N 0.63724 -0.45457 -0.11734 -0.16 -0.18 1.73
N -0.28895 0.08306 0.76525 1.27 -0.18 -0.66
O -0.50494 1.35339 0.27839 -0.43 0.00 -0.58
O -2.77732 -0.01019 -0.45730 0.95 -1.10 1.60
H 1.02255 -1.38829 -0.00963 -0.71 0.35 0.29
H 0.52834 -0.08965 -1.01837 0.20 0.12 -1.73
H -0.63927 1.30404 -0.71047 0.00 0.09 1.04

---

(8)
8
Properties=species:S:1:pos:R:3:forces:R:3 method="wB97M-V/def2-TZVPD" relative_energy_ev=4.115 homo_ha="-0.414 / -0.404" molar_mass_g_mol=77.0 charge=0 orbital_gap_ev="9.422 / 10.151"
N 1.87986 0.24834 0.09207 -0.57 0.75 2.56
N -0.43913 -0.80095 -0.09174 4.75 -2.57 -1.38
N -1.34445 0.11032 0.06464 1.41 -1.27 0.10
O -1.09145 1.20848 -0.32246 -0.86 1.62 0.26
O -2.34533 -0.45446 0.40059 -3.42 0.60 0.97
H 1.83765 0.05685 -0.86400 -0.07 -0.10 -2.24
H 1.61440 1.25296 0.22661 0.13 -0.96 -0.41
H -0.11155 -1.62153 0.49429 -1.37 1.93 0.13

---

(9)
9
Properties=species:S:1:pos:R:3:forces:R:3 method="wB97M-V/def2-TZVPD" relative_energy_ev=3.741 homo_ha=-0.343 molar_mass_g_mol=109.1 charge=0 orbital_gap_ev=7.368
N 2.33009 -1.13439 0.11603 -3.41 0.03 -0.51
N -1.47644 -0.78183 -0.26515 2.68 -1.00 -0.07
N -1.75249 0.38004 -0.01462 0.89 1.58 0.12
O -2.83635 0.89402 0.08601 -0.97 0.40 0.07
O -0.63179 1.24856 0.13392 0.46 -0.37 -0.03
S 0.23942 -1.46955 -0.06069 0.84 -0.79 0.43
H 2.60711 -1.04848 -0.85975 0.03 0.27 -0.04
H 2.47579 -0.23979 0.57170 0.07 0.22 0.04
H -0.95536 2.15142 0.29256 -0.59 -0.34 -0.02

---

(10)
7
Properties=species:S:1:pos:R:3:forces:R:3 method="wB97M-V/def2-TZVPD" relative_energy_ev=1.223 homo_ha=-0.046 molar_mass_g_mol=59.1 charge=-1 orbital_gap_ev=6.091
N 1.84203 -0.76498 -0.41866 0.99 -3.06 1.76
N -0.40156 0.13070 0.29943 -2.34 -0.32 0.41
N -2.38688 -0.94565 -0.41869 -1.55 -0.48 -0.35
N -1.48280 -0.23621 0.09698 2.23 1.16 -0.45
H 2.46005 -1.07508 0.45447 -1.57 0.97 -2.03
H 1.96817 0.20524 -0.48745 0.36 1.92 0.13
H -3.35080 -0.49677 -0.42281 1.88 -0.18 0.53

---

(11)
7
Properties=species:S:1:pos:R:3:forces:R:3 method="wB97M-V/def2-TZVPD" relative_energy_ev=1.804 homo_ha=-0.632 molar_mass_g_mol=59.1 charge=+1 orbital_gap_ev=10.345
N -0.98959 1.62363 1.40150 0.47 -0.39 0.15
N -0.42828 0.69449 1.23695 -0.70 2.23 3.02
N -0.49147 -0.41585 -0.12037 -2.84 -3.78 -1.51
N 0.50043 -0.26218 -0.80857 3.32 -1.09 -0.71
H -0.66909 -1.43953 0.29583 1.12 2.64 -0.61
H 0.70714 0.61723 -1.25014 -0.75 0.77 -0.47
H 1.37085 -0.81779 -0.75519 -0.61 -0.38 0.12

---

(12)
9
Properties=species:S:1:pos:R:3:forces:R:3 method="wB97M-V/def2-TZVPD" relative_energy_ev=1.186 homo_ha=-0.110 molar_mass_g_mol=91.0 charge=-1 orbital_gap_ev=7.425
N -0.45274 -1.27949 0.86117 -0.08 -2.54 0.30
N 0.81962 -0.58240 -0.92858 0.86 -2.46 -4.33
N 2.08308 -0.44844 -1.17858 0.02 0.68 2.76
N 0.12255 -0.56807 0.03631 -0.42 1.58 2.27
O -0.70156 1.54027 0.43035 -1.02 -0.33 2.04
O -1.49945 -0.91136 1.54828 0.79 1.49 -0.49
H 2.21982 -0.76054 -2.11972 -0.50 0.23 -0.83
H -1.44205 2.09302 0.22861 -0.66 0.85 -0.39
H -1.14927 0.91701 1.12215 0.99 0.50 -1.33

---

(13)
8
Properties=species:S:1:pos:R:3:forces:R:3 method="wB97M-V/def2-TZVPD" relative_energy_ev=0.135 homo_ha=-0.340 molar_mass_g_mol=113.2 charge=0 orbital_gap_ev=9.676
N -1.29038 0.80321 0.28951 -0.56 0.08 -4.48
O 0.82237 -0.48906 0.37896 -0.17 -0.56 -0.31
O -1.22080 -1.72592 0.22746 -0.27 0.59 -0.80
S 2.19994 0.23158 -0.18109 -0.47 -0.76 -1.27
S -0.71001 -0.57270 -0.49537 0.97 0.63 2.59
H -1.16595 0.73653 1.24191 0.49 0.17 2.54
H -0.99061 1.66484 -0.21600 -0.30 -0.92 1.01
H 2.35542 -0.64848 -1.24538 0.32 0.76 0.72

---

(14)
8
Properties=species:S:1:pos:R:3:forces:R:3 method="wB97M-V/def2-TZVPD" relative_energy_ev=4.038 homo_ha=-0.099 molar_mass_g_mol=96.0 charge=-1 orbital_gap_ev=7.275
O 1.39915 0.88249 -0.62262 0.56 1.10 -0.05
P 0.77945 -0.46238 -0.42739 -0.97 -1.51 -0.14
O -0.25939 -0.67345 -1.78443 0.43 0.40 0.13
N -0.57700 0.02281 0.66567 -2.12 -2.15 1.57
O -0.11875 1.03778 1.56269 0.38 0.42 0.23
H -0.72384 -1.50490 -1.69833 -0.07 -0.36 0.07
H -1.05385 -0.74755 1.33407 1.88 2.05 -2.00
H 0.55424 1.44519 0.97034 -0.09 0.06 0.19

---

(15)
8
Properties=species:S:1:pos:R:3:forces:R:3 method="wB97M-V/def2-TZVPD" relative_energy_ev=2.149 homo_ha=-0.425 molar_mass_g_mol=93.1 charge=0 orbital_gap_ev=12.184
O -0.42041 -1.54437 2.00246 -1.52 -1.32 2.60
N 0.09663 -1.15463 1.04328 -0.61 1.88 -1.06
O 1.13956 -1.44458 0.59180 2.17 -0.41 -1.37
O -0.65536 -0.17685 0.39495 -0.65 0.52 -0.03
Si -0.10532 0.92293 -0.79629 0.06 -0.63 0.90
H 0.63559 0.01076 -1.60018 0.92 -0.06 -0.86
H -1.28721 1.35054 -1.52244 -0.37 0.20 0.06
H 0.59652 2.03621 -0.11358 0.00 -0.18 -0.25

---

(16)
8
Properties=species:S:1:pos:R:3:forces:R:3 method="wB97M-V/def2-TZVPD" relative_energy_ev=2.677 homo_ha=-0.415 molar_mass_g_mol=93.1 charge=0 orbital_gap_ev=11.842
O 0.62378 -1.79048 0.82150 1.80 -0.04 1.00
N -0.33446 -1.54494 0.18294 0.59 1.42 -0.25
O -1.29767 -2.19588 0.05234 -1.74 -0.47 -0.73
O -0.30723 -0.32626 -0.52225 -0.57 -1.83 -0.47
Si 0.32837 1.19526 -0.28455 -1.69 -0.34 4.51
H 0.97268 1.41866 1.09767 0.38 -0.44 -1.25
H 0.96673 1.45225 -1.45533 1.35 0.85 -2.10
H -0.95220 1.79139 0.10767 -0.12 0.86 -0.72

---

(17)
8
Properties=species:S:1:pos:R:3:forces:R:3 method="wB97M-V/def2-TZVPD" homo_ha="-0.294 / -0.361" molar_mass_g_mol=81.0 charge=0 multiplicity=3 orbital_gap_ev="8.774 / 8.057"
N -0.10747 -1.21245 -1.18306 -0.26 6.68 -4.07
O 1.03665 -2.31831 0.68724 3.93 0.72 1.79
O -0.32091 1.29732 1.35287 -0.64 -0.92 0.27
O -0.09068 -2.14964 -0.62238 -2.48 -6.34 1.21
O -0.20299 1.79567 0.03532 0.87 0.94 -0.39
H -0.87209 1.28944 -0.38698 -0.95 -0.76 -0.77
H 0.62334 -2.83294 1.35561 -1.21 -1.04 1.08
H 0.25704 1.91012 1.77137 0.74 0.72 0.88

---

(18)
6
Properties=species:S:1:pos:R:3:forces:R:3 method="wB97M-V/def2-TZVPD" relative_energy_ev=1.034 homo_ha=-0.316 molar_mass_g_mol=65.1 charge=0 orbital_gap_ev=8.922
N -0.35063 -0.55568 -0.37949 1.17 0.36 1.51
O 1.87900 0.81779 -0.19199 -0.59 5.26 1.58
S 1.26504 -0.56740 0.30780 -1.10 -0.70 -0.39
H -0.82918 -0.44407 0.50575 -1.10 -0.22 -0.60
H -0.66836 -1.37428 -0.89771 0.51 0.17 0.19
H 1.56159 1.84179 0.39159 1.12 -4.87 -2.29